Entry 1:
# C11H8NO3

The ion C11H8NO3 with charge -1 in a non-equilibrium geometry (ωB97M-V/def2-TZVPD, the Open Molecules 2025 dataset).

HOMO-LUMO gap (spin up / spin down) = 6.6160 / 6.6167 eV
E_HOMO (spin up / spin down) = -3.31 / -3.31 eV
net charge = -1

Last column: Löwdin charge in e.
Cartesian coordinates (Å):
C 3.10 -2.07 -0.93  0.05
C 2.76 -0.78 -1.11  -0.40
N 1.58 -0.20 -0.72  0.14
C 1.62 1.15 -1.08  -0.19
C 0.62 2.03 -0.86  0.07
C -0.67 1.62 -0.22  -0.13
C -0.58 0.70 0.87  -0.13
C -1.68 0.17 1.43  -0.17
C -2.98 0.46 0.89  -0.11
C -3.09 1.53 -0.02  -0.05
C -1.94 2.23 -0.58  -0.46
O -2.23 3.21 -1.29  -0.08
C 2.92 1.35 -1.71  -0.36
O 3.37 2.41 -2.07  0.11
O 3.55 0.10 -1.73  0.13
H 3.99 -2.50 -1.03  -0.02
H 2.34 -2.74 -0.51  0.06
H 0.92 -0.59 -0.19  0.06
H 0.83 2.92 -1.35  0.10
H 0.47 0.51 1.18  0.12
H -1.63 -0.47 2.30  0.07
H -3.82 -0.23 1.20  0.09
H -4.13 1.78 -0.38  0.11


Entry 2:
# C20H23N3O3S2

An isolated molecule of C20H23N3O3S2 in a non-equilibrium geometry (ωB97M-V/def2-TZVPD, the Open Molecules 2025 dataset).

HOMO-LUMO gap = 8.4034 eV
E_HOMO = -7.86 eV
net charge = 0

Last column: Löwdin charge in e.
Cartesian coordinates (Å):
O -3.10 -1.59 -1.22  0.04
C -2.48 -1.80 -0.20  -0.45
C -3.16 -1.82 1.16  -0.09
C -2.82 -0.65 2.08  -0.18
C -3.40 0.69 1.61  -0.14
C -2.77 1.16 0.35  -0.20
C -3.34 1.21 -0.89  -0.05
N -2.43 1.66 -1.81  0.10
C -1.25 1.92 -1.18  -0.22
C -0.05 2.40 -1.68  -0.03
C 0.98 2.60 -0.79  -0.10
C 0.82 2.32 0.57  -0.11
C -0.36 1.83 1.07  -0.04
C -1.43 1.62 0.19  -0.13
N -1.15 -2.07 -0.23  -0.04
C -0.30 -2.51 0.85  -0.11
C 0.96 -1.64 0.91  -0.16
N 1.61 -1.69 -0.37  -0.24
S 3.25 -1.67 -0.48  0.60
O 3.60 -1.97 -1.83  -0.27
O 3.74 -2.49 0.59  -0.29
C 3.76 -0.01 -0.14  -0.60
C 4.12 0.95 -1.04  -0.15
C 4.51 2.15 -0.40  -0.19
C 4.42 2.07 0.95  -0.40
S 3.88 0.53 1.48  1.04
C 0.79 -1.22 -1.46  -0.14
C -0.47 -2.08 -1.52  -0.10
H -2.94 -2.77 1.66  0.11
H -4.24 -1.80 0.95  0.12
H -3.22 -0.87 3.08  0.11
H -1.73 -0.54 2.18  0.09
H -4.48 0.58 1.46  0.12
H -3.24 1.43 2.40  0.12
H -4.33 0.93 -1.19  0.13
H -2.61 1.74 -2.80  0.16
H 0.07 2.62 -2.73  0.11
H 1.93 2.98 -1.14  0.09
H 1.65 2.50 1.24  0.08
H -0.48 1.64 2.13  0.11
H -0.82 -2.48 1.80  0.11
H 0.02 -3.54 0.65  0.14
H 1.66 -2.02 1.65  0.12
H 0.68 -0.60 1.16  0.11
H 4.12 0.78 -2.10  0.12
H 4.83 3.03 -0.93  0.11
H 4.65 2.83 1.67  0.07
H 1.38 -1.33 -2.37  0.12
H 0.52 -0.17 -1.32  0.11
H -1.17 -1.70 -2.27  0.12
H -0.19 -3.11 -1.77  0.14


Entry 3:
# C2H2O2P

A cluster of 2 separate species, C2H2O2P in total in a non-equilibrium geometry (ωB97M-V/def2-TZVPD, the Open Molecules 2025 dataset).

HOMO-LUMO gap = 7.5757 eV
E_HOMO = -3.91 eV
net charge = -1

Last column: Löwdin charge in e.
Cartesian coordinates (Å):
C -0.30 -1.33 -1.07  0.01
C -1.25 -2.03 -1.26  -0.03
O 0.08 2.57 2.32  -0.64
O 1.56 1.61 0.57  -0.66
P 1.47 2.53 1.76  0.33
H 0.50 -0.68 -0.86  0.00
H -2.07 -2.66 -1.46  -0.01


Entry 4:
# C3H9NO2S

A cluster of 3 separate species, C3H9NO2S in total in a non-equilibrium geometry (ωB97M-V/def2-TZVPD, the Open Molecules 2025 dataset).

HOMO-LUMO gap = 4.9496 eV
E_HOMO = -9.54 eV
net charge = 0

Last column: Löwdin charge in e.
Cartesian coordinates (Å):
C -0.81 -1.22 1.24  -0.08
C -2.00 -0.65 1.31  0.03
S -0.44 1.44 -2.06  0.46
C 0.34 -0.54 0.47  -0.62
N 0.69 -1.38 -0.70  0.18
O 1.30 -0.25 1.26  0.06
H -0.59 -2.19 1.69  0.12
H -0.09 0.37 -0.06  0.06
H -2.76 -0.93 2.04  0.07
H -2.22 0.22 0.70  0.06
H -1.19 2.12 -2.96  -0.26
H 1.64 -1.70 -0.82  0.11
H 0.39 -0.87 -1.53  0.00
H 1.42 2.06 -0.80  -0.11
H 2.19 1.36 0.38  0.00
O 2.14 2.16 -0.16  -0.09


Entry 5:
# C5H9N4

The ion C5H9N4 with charge +1 in a non-equilibrium geometry (ωB97M-V/def2-TZVPD, the Open Molecules 2025 dataset).

HOMO-LUMO gap (spin up / spin down) = 7.9693 / 7.9714 eV
E_HOMO (spin up / spin down) = -11.65 / -11.65 eV
net charge = +1

Last column: Löwdin charge in e.
Cartesian coordinates (Å):
N -0.89 2.37 -0.72  0.23
C -1.32 1.67 0.05  -0.27
C -2.10 0.73 0.76  -0.14
N -2.11 -0.63 0.08  0.03
C -1.13 -1.38 -0.43  -0.07
N 0.16 -1.08 -0.64  0.06
C 0.95 -0.23 -0.01  -0.16
C 2.27 -0.28 -0.29  -0.18
N 3.13 0.57 0.25  0.07
H -1.94 0.53 1.95  0.19
H -3.21 0.97 0.76  0.15
H -3.12 -0.90 -0.15  0.20
H -1.59 -2.28 -0.92  0.18
H 0.73 -1.61 -1.25  0.16
H 0.56 0.66 0.55  0.12
H 2.67 -1.09 -0.88  0.14
H 2.84 1.19 1.03  0.13
H 4.10 0.81 -0.15  0.16